C41H95N13O22 | wB97M-V/def2-TZVPD

ORCA input file:
```
! RIJCOSX wB97M-V def2-TZVPD def2/J DEFGRID3
* xyz 0 1
C -2.46 2.67 2.12
O -3.58 2.54 2.99
C -3.44 2.73 4.25
O -2.38 2.91 4.80
O -4.63 2.77 4.83
C -4.64 3.12 6.19
H -2.77 2.60 1.08
H -1.85 1.84 2.46
H -2.02 3.66 2.22
H -4.16 4.09 6.34
H -4.06 2.39 6.75
H -5.69 3.23 6.47
C -2.35 0.06 -0.97
O -1.43 -0.26 0.05
C -0.13 -0.16 -0.08
O 0.54 0.06 -1.09
O 0.32 -0.56 1.03
C 1.72 -0.70 1.32
H -2.49 1.14 -0.94
H -3.29 -0.39 -0.66
H -2.01 -0.43 -1.88
H 2.10 -1.40 0.57
H 2.00 -1.13 2.28
H 2.23 0.26 1.21
C 3.69 -5.57 1.41
O 4.94 -4.87 1.43
C 4.92 -3.55 1.26
O 3.86 -2.80 1.11
O 6.14 -3.13 1.47
C 6.37 -1.70 1.47
H 3.42 -5.74 0.37
H 2.87 -5.15 1.99
H 3.80 -6.52 1.92
H 6.57 -1.31 0.47
H 7.20 -1.49 2.14
H 5.53 -1.11 1.85
C 1.27 2.99 5.50
C 2.23 1.89 5.06
O 2.46 1.75 3.83
N 2.81 1.12 5.96
C 3.49 -0.09 5.57
H 1.66 3.98 5.25
H 1.29 3.02 6.59
H 0.22 3.03 5.21
H 2.71 1.20 6.96
H 3.40 -0.80 6.39
H 4.54 -0.04 5.28
H 2.99 -0.56 4.73
C -0.73 -4.53 -5.72
C 0.48 -3.61 -5.43
O 1.54 -3.78 -6.06
N 0.32 -2.58 -4.63
C -0.90 -2.19 -3.99
H -1.30 -3.97 -6.46
H -1.31 -4.82 -4.84
H -0.47 -5.49 -6.16
H 1.12 -1.98 -4.51
H -0.94 -2.45 -2.93
H -1.79 -2.60 -4.46
H -0.91 -1.10 -3.94
C -1.29 0.47 -6.87
C -0.69 1.32 -5.77
O 0.45 1.74 -5.89
N -1.45 1.53 -4.69
C -1.02 2.36 -3.58
H -1.77 1.14 -7.58
H -2.03 -0.25 -6.52
H -0.44 -0.05 -7.33
H -2.33 1.04 -4.65
H -0.32 1.87 -2.90
H -1.96 2.67 -3.14
H -0.46 3.24 -3.88
C -2.78 -2.33 2.58
C -2.47 -1.16 3.53
O -3.46 -0.57 4.00
N -1.20 -0.97 3.82
C -0.61 0.09 4.63
H -3.33 -3.18 3.00
H -1.87 -2.84 2.27
H -3.27 -1.99 1.67
H -0.56 -1.56 3.31
H 0.36 -0.30 4.94
H -1.23 0.39 5.48
H -0.46 0.93 3.95
C 5.15 5.20 -2.64
C 3.88 4.45 -2.77
O 2.81 5.05 -2.69
N 3.97 3.11 -2.89
C 2.81 2.27 -3.08
H 5.73 5.01 -1.74
H 4.94 6.27 -2.59
H 5.77 5.19 -3.53
H 4.89 2.70 -2.88
H 2.73 1.43 -2.39
H 2.92 1.90 -4.10
H 1.86 2.79 -3.02
C 2.67 -2.93 -2.10
C 3.58 -1.81 -2.51
O 3.54 -1.39 -3.68
N 4.56 -1.41 -1.64
C 5.65 -0.57 -1.99
H 1.64 -2.68 -2.34
H 2.76 -3.09 -1.02
H 2.92 -3.87 -2.60
H 4.50 -1.82 -0.72
H 5.44 0.39 -1.51
H 5.61 -0.26 -3.03
H 6.68 -0.89 -1.81
O -7.74 0.76 2.34
C -6.60 0.31 2.47
N -6.15 0.16 3.71
C -5.69 -0.15 1.34
H -6.72 0.32 4.53
H -5.18 -0.12 3.77
H -4.83 -0.73 1.68
H -5.28 0.78 0.95
H -6.21 -0.78 0.63
O -1.54 5.24 -0.11
C -0.47 4.96 -0.71
N -0.19 5.50 -1.89
C 0.49 3.94 -0.12
H -0.89 6.14 -2.23
H 0.76 5.51 -2.25
H 0.29 2.89 -0.38
H 0.47 4.08 0.96
H 1.52 4.11 -0.44
O 6.48 1.73 1.07
C 5.26 1.88 1.38
N 4.91 1.82 2.65
C 4.24 2.20 0.28
H 5.59 1.64 3.36
H 3.95 1.71 2.96
H 4.65 2.85 -0.50
H 3.34 2.57 0.76
H 4.00 1.26 -0.22
O -1.94 -3.94 -1.37
C -1.08 -4.64 -0.88
N -0.92 -5.87 -1.29
C -0.05 -4.05 0.14
H -0.53 -6.56 -0.67
H -1.78 -6.00 -1.81
H 0.30 -4.83 0.82
H -0.51 -3.23 0.70
H 0.86 -3.72 -0.35
O -3.68 -0.48 -4.09
C -4.80 -1.07 -4.11
N -5.03 -2.03 -3.20
C -5.86 -0.86 -5.22
H -4.18 -2.14 -2.66
H -5.60 -2.83 -3.40
H -5.43 -0.18 -5.96
H -6.70 -0.35 -4.75
H -6.19 -1.80 -5.65
O 0.72 -3.74 3.19
C 1.51 -3.31 4.03
N 2.76 -2.98 3.68
C 1.03 -3.13 5.48
H 3.53 -2.87 4.32
H 2.95 -3.09 2.69
H 1.07 -4.00 6.14
H 0.00 -2.80 5.35
H 1.52 -2.29 5.98
O -4.45 2.62 -1.13
C -5.36 2.76 -1.93
N -5.31 2.08 -3.08
C -6.46 3.80 -1.68
H -4.54 1.43 -3.17
H -5.93 2.30 -3.84
H -6.76 3.83 -0.64
H -7.38 3.55 -2.21
H -6.11 4.80 -1.96
*
```

energy = -108479.7106 eV